(1)
The following is a quantum chemistry calculation of a structure of composition C29H34N5S3SiTc, from the Open Molecules 2025 dataset.

Each line ends with the Mulliken charge.
Element x y z (Å)
1 H 0.6099 1.5835 -1.5740  -0.24
2 Si 2.6265 -2.8381 -0.3753  -0.09
3 C 0.3513 1.6589 0.5431  1.00
4 H 0.0884 4.2913 0.9053  0.62
5 H -3.0422 0.0625 -1.6094  0.61
6 C -2.8300 4.9112 0.5149  -0.82
7 H 0.3403 -3.3723 -2.8512  -0.49
8 H -6.1033 5.5445 1.1896  0.41
9 C 2.9754 -2.5695 -3.1642  -0.89
10 C 3.6067 -0.8805 1.4217  -0.16
11 N 0.1442 2.3293 1.6796  0.12
12 Tc 0.7598 -1.2135 -0.4908  0.48
13 C -3.4091 4.4211 2.8401  0.17
14 H 0.7277 4.1322 2.5529  0.20
15 H 2.7392 1.2996 -3.1529  0.51
16 H 0.0241 -1.3074 -4.1881  0.35
17 C 2.5805 -2.2779 3.6242  -0.81
18 H 2.6621 0.0935 -1.0228  0.25
19 S -0.8183 -0.5997 -2.1152  0.17
20 S -1.0867 -2.1529 0.6767  0.25
21 H 0.0565 -4.4742 -1.0776  -0.10
22 H 3.2765 -2.3865 -5.2758  0.47
23 H -2.9512 -1.6593 -2.0234  0.43
24 H -1.7258 -1.4633 -4.1034  0.58
25 C 3.4058 -1.1679 3.7971  -0.41
26 C 3.9167 -0.4722 2.7035  -0.87
27 C 2.7035 -0.4821 -1.9551  0.79
28 H -2.5034 -0.3128 0.6645  0.33
29 H 1.3063 3.0125 -0.8011  0.52
30 H -0.0274 1.7794 3.7484  0.63
31 C 2.7895 0.2181 -3.1524  -1.01
32 S -1.9080 -4.0264 -2.3908  -0.08
33 C -4.1465 5.2809 0.3337  -0.71
34 H -4.4636 5.6429 -0.6351  0.42
35 H -2.5065 -4.0326 0.5772  0.56
36 H -2.1083 5.0015 -0.2882  0.38
37 N -2.7657 3.9767 3.9839  -0.56
38 C -2.5018 -0.8673 -1.4343  -1.07
39 C -1.4363 -3.9180 0.3971  -0.91
40 C -0.6141 -3.1799 -3.3400  -0.01
41 H -0.4399 2.8804 -1.0202  0.20
42 H 4.0697 -0.3768 0.5817  0.56
43 H 3.0599 -3.6505 -3.1802  0.49
44 C 3.0958 -1.8598 -4.3472  -0.76
45 C -2.4858 4.4773 1.7979  1.58
46 C 2.7524 -1.9913 1.2202  1.25
47 H 1.6554 -3.5845 2.2179  0.46
48 H 2.6154 -4.2994 -0.4712  0.11
49 H -1.2221 -5.6366 -0.8052  0.52
50 C 0.4654 2.3168 -0.7872  -1.11
51 C 0.3589 0.2219 2.2140  -1.27
52 C -4.7363 4.8032 2.6466  -0.65
53 H -0.9262 -4.4106 1.2287  0.46
54 C -2.5050 -1.2096 0.0436  -0.90
55 H -5.4471 4.7786 3.4615  0.46
56 H -0.5722 -3.6578 -4.3207  0.53
57 C 0.1445 1.4437 2.7379  -1.05
58 C -0.0380 3.7899 1.8601  -1.41
59 C -5.0876 5.2275 1.3822  -0.54
60 H 3.1093 0.0810 -5.2685  0.47
61 H 0.4218 -0.7254 2.7089  0.80
62 H 4.5888 0.3611 2.8605  0.52
63 H 2.2140 -2.8248 4.4828  0.48
64 C -1.0176 -4.5691 -0.9083  -0.34
65 N -1.3179 4.0820 2.3958  0.70
66 C 2.8166 -1.8952 -1.9354  0.74
67 N -1.5445 3.7795 3.7142  -0.43
68 N 0.4875 0.3472 0.8294  1.16
69 C 2.2564 -2.6903 2.3488  -0.75
70 H 3.6758 -0.8558 4.7984  0.49
71 H -3.3985 -1.7806 0.3000  0.65
72 C -0.7964 -1.6887 -3.5781  -0.80
73 C 3.0047 -0.4687 -4.3414  -0.63

Forces on the atoms, in the same order (eV/Å):
H 0.0248 0.0381 0.0005
Si -0.0772 -0.1821 -0.0356
C 0.0323 0.0698 -0.0416
H 0.0239 -0.0380 -0.0363
H -0.0205 -0.0025 0.0259
C 0.0556 -0.0363 0.0425
H 0.0705 -0.0114 -0.0281
H 0.0148 -0.0013 -0.0078
C -0.0173 -0.0269 -0.0444
C -0.0470 0.0123 0.1223
N 0.1171 -0.0606 -0.0574
Tc 0.1713 0.5015 0.1339
C 0.0077 0.0026 -0.0143
H 0.0417 -0.0415 0.0031
H -0.0183 -0.0134 -0.0186
H -0.0077 0.0287 -0.0285
C -0.0640 -0.0423 -0.0360
H -0.0346 0.0092 0.0682
S -0.1782 -0.1318 0.0792
S 0.2656 -0.1401 -0.2039
H 0.0095 0.0069 -0.0025
H -0.0050 0.0088 0.0122
H 0.0047 -0.0041 -0.0080
H 0.0010 0.0195 0.0030
C 0.0033 0.0223 0.0184
C 0.0609 0.0138 -0.0607
C -0.0364 -0.1371 -0.1824
H 0.0170 0.0043 -0.0037
H -0.0006 0.0053 0.0085
H -0.0143 -0.0110 -0.0198
C 0.0352 0.1135 0.1357
S -0.0009 0.0044 0.0205
C 0.0080 -0.0283 0.0773
H -0.0087 0.0032 0.0029
H -0.0114 0.0632 -0.0001
H -0.0033 0.0032 0.0069
N 0.0562 0.0098 -0.0874
C 0.0167 0.0094 -0.0187
C 0.0524 -0.1246 0.0269
C -0.0071 -0.0187 0.0124
H -0.0013 -0.0065 -0.0050
H -0.0306 0.0160 -0.0066
H -0.0217 0.0014 -0.0197
C -0.0006 -0.0601 0.0386
C -0.0864 0.0339 -0.0340
C -0.0325 0.1817 -0.0873
H -0.0311 0.0234 -0.0103
H -0.0269 -0.0208 0.0360
H 0.0352 -0.0042 0.0288
C -0.0074 0.0089 0.0173
C 0.0197 0.0915 -0.1374
C -0.1470 0.0744 -0.1473
H -0.0253 0.0119 0.0128
C -0.0092 0.0133 0.0180
H 0.0164 -0.0003 -0.0121
H 0.0091 0.0190 -0.0072
C 0.0158 -0.0413 0.0554
C -0.1988 0.1991 0.0917
C 0.0132 -0.0426 0.1241
H -0.0060 0.0001 0.0074
H 0.0059 -0.1200 0.0446
H -0.0166 -0.0005 -0.0032
H 0.0183 0.0068 0.0018
C -0.0729 0.0036 -0.0539
N 0.1958 -0.0758 -0.0379
C -0.1425 0.0083 0.0905
N -0.0359 -0.0105 0.0252
N -0.0658 -0.1831 0.0373
C 0.0251 -0.0170 0.0466
H -0.0070 -0.0021 -0.0013
H -0.0170 0.0376 0.0157
C 0.0911 -0.0025 -0.0107
C -0.0007 -0.0414 0.0173

net charge = +3
largest force on an atom = 0.5 eV/Å
spin multiplicity = 2
total energy = -80630.2975 eV
HOMO energy (alpha / beta) = -15.127 / -15.126 eV

=====

(2)
The following is a quantum chemistry calculation of a structure of composition C29H34N7PdSSi at a distorted geometry, from the Open Molecules 2025 dataset.

Each line ends with the Mulliken charge.
Element x y z (Å)
1 Pd -0.0578 -0.3031 0.3302  0.17
2 C -0.1590 -0.4974 3.9904  -0.25
3 C -1.8881 4.2035 0.0745  -0.77
4 H -5.7764 -0.7129 0.2215  0.43
5 H 0.8878 -0.3014 4.1824  0.05
6 H -2.9409 4.3470 -0.1660  0.42
7 N -4.2516 -0.7862 1.7488  -0.16
8 C 2.6443 2.6962 4.5923  -0.76
9 H 2.2787 3.4373 2.6233  0.40
10 C 0.2828 -4.9964 -0.7925  -0.14
11 H 7.5014 2.5099 1.3149  0.39
12 C -0.2959 2.6733 1.2405  -0.10
13 C -3.6422 -0.3121 -0.2892  -0.68
14 C -1.0871 3.7967 -1.1855  -0.85
15 C 6.7029 2.3377 0.6013  -0.73
16 N -2.5154 -0.2928 0.5032  0.80
17 H 1.7832 3.2185 -0.3095  0.36
18 C 5.8893 2.3563 -1.6598  -0.73
19 H 5.3211 1.6969 2.1024  0.26
20 C 2.5231 2.5596 3.2147  -0.13
21 H 3.2411 -0.7401 2.9286  0.28
22 N -2.2908 -0.9313 4.1278  -0.10
23 C 4.6570 1.8911 -1.2158  -0.42
24 S -0.5087 -1.3781 -2.0756  -0.41
25 C 3.1998 0.3623 4.7673  -0.58
26 H -3.1898 -1.1944 4.4912  0.18
27 H 3.8758 1.7098 -1.9524  0.29
28 H 2.3380 -1.3833 1.0697  0.48
29 Si 2.7197 1.0775 0.7284  0.03
30 H 1.7143 1.7734 -1.3190  0.38
31 H -0.1158 2.0377 2.1024  0.03
32 H -4.8138 -1.0171 2.5480  0.18
33 C 6.9141 2.5825 -0.7488  -0.46
34 N -0.2480 -2.5434 0.2756  0.25
35 C -0.7803 2.3081 -1.1482  -0.57
36 H 0.7423 -5.6087 1.1909  0.42
37 H 0.4539 -5.9412 -1.2939  0.41
38 N -0.0917 -3.9745 -1.5621  0.03
39 H -1.5209 5.1608 0.4471  0.32
40 C -0.2947 -2.7074 -1.0858  -0.06
41 H 3.4826 -0.4957 5.3680  0.41
42 C -1.7352 3.1547 1.1853  -0.81
43 H -0.1698 -4.0909 -2.5637  0.29
44 C 0.1188 -3.5270 1.0302  0.27
45 H -0.1545 4.3599 -1.2509  0.27
46 C -1.9780 -0.6434 2.8398  -0.27
47 N 0.0905 1.9256 -0.0002  0.88
48 H -2.0003 3.5812 2.1546  0.54
49 H 6.0509 2.5409 -2.7168  0.40
50 C -4.7320 -0.6135 0.4669  -0.82
51 H -2.4019 2.3045 1.0199  -0.06
52 H -1.7130 1.7527 -1.0680  0.01
53 C 0.4282 -4.8064 0.5403  -1.06
54 C 2.7208 1.3255 2.5841  1.16
55 H -1.1156 -1.0102 5.9404  0.44
56 C 2.9823 1.5954 5.3727  -0.51
57 H 0.1530 -3.3082 2.0942  0.40
58 H -3.5951 -0.1158 -1.3505  0.45
59 N -0.6960 -0.3764 2.7243  0.76
60 H 0.3543 3.5498 1.3414  0.06
61 H -1.6449 4.0191 -2.0962  0.44
62 H 2.3839 -0.9423 -0.6587  0.59
63 C -1.1325 -0.8427 4.8746  -0.89
64 C 2.1050 -0.6035 0.3419  -1.11
65 H 2.4826 3.6626 5.0585  0.43
66 C 5.4659 1.8746 1.0408  -0.19
67 C -2.9101 -0.5837 1.7147  -0.02
68 H -0.2842 1.9724 -2.0562  0.51
69 H 7.8747 2.9488 -1.0920  0.38
70 C 4.4149 1.6414 0.1430  0.64
71 C 3.0650 0.2318 3.3870  -0.83
72 H 3.0892 1.7026 6.4473  0.41
73 C 1.5350 2.1470 -0.3045  -0.88

Forces on the atoms, in the same order (eV/Å):
Pd -0.1998 0.2226 0.3228
C 0.1533 0.1106 -0.2018
C 0.0937 -0.0457 -0.0164
H 0.0825 -0.0087 0.0518
H -0.2628 -0.0514 -0.0671
H -0.0478 -0.0261 -0.0188
N -0.1021 -0.0261 -0.0295
C -0.0372 -0.0460 -0.0121
H 0.0371 -0.0580 0.0251
C 0.1961 -0.7388 0.2166
H -0.0631 -0.0109 -0.0438
C 0.0594 -0.0504 -0.2823
C 0.2054 0.0213 -0.0309
C -0.0645 -0.0053 0.1432
C -0.0911 -0.0386 0.0000
N -0.0601 0.0313 -0.3170
H -0.0739 -0.0675 -0.0177
C -0.0612 -0.0354 0.0215
H -0.0089 0.0219 -0.0732
C 0.0246 -0.0750 0.0279
H -0.0033 0.1515 0.0852
N 0.0243 -0.0621 0.1380
C 0.0529 -0.0691 0.0161
S 0.0936 -0.3060 0.1129
C 0.0708 0.0960 -0.0355
H -0.0302 0.0374 0.0077
H 0.0993 0.0431 0.0875
H 0.0300 -0.0082 -0.0598
Si 0.0127 0.0872 -0.2202
H -0.0166 0.0410 0.0158
H 0.0564 -0.0705 0.0562
H -0.0371 0.0069 0.0366
C -0.0345 -0.0109 0.0072
N -0.2215 0.3424 -1.0001
C 0.1383 0.0272 0.1541
H -0.0300 0.0592 -0.0234
H -0.0087 0.0698 0.0652
N -0.2679 0.7656 -0.6563
H -0.0125 0.0406 -0.0182
C 0.0276 0.2563 0.0961
H -0.0159 0.0470 -0.0241
C 0.0143 0.0061 -0.0793
H 0.0201 0.0175 -0.0199
C 0.0824 -0.5337 0.7146
H 0.0251 0.0054 0.0169
C -0.1419 0.0424 0.1074
N 0.1442 0.2346 -0.0229
H -0.0066 -0.0012 -0.0206
H -0.0161 -0.0107 0.0888
C 0.0926 0.0029 0.1507
H 0.0063 0.0116 0.0025
H -0.0799 -0.1064 0.0181
C 0.1130 -0.2814 0.3391
C -0.0838 0.0076 0.2279
H -0.0248 -0.0001 -0.1499
C 0.0131 -0.0605 -0.0332
H 0.0841 -0.0763 -0.0047
H 0.0265 -0.0203 0.1360
N 0.1178 -0.0531 -0.0529
H 0.0260 0.0255 -0.0373
H 0.0012 0.0340 0.0179
H -0.0235 -0.0467 -0.0203
C -0.1961 0.0171 -0.1506
C 0.0530 -0.1113 0.0257
H 0.0219 -0.0780 -0.0400
C 0.0022 0.0054 -0.1186
C 0.0138 -0.0179 0.2253
H 0.0398 -0.0142 -0.0523
H -0.0450 -0.0215 0.0171
C 0.2275 0.0360 -0.0728
C 0.1076 0.0838 0.1021
H -0.0094 -0.0147 -0.0962
C -0.3130 0.2498 0.2420

net charge = +1
largest force on an atom = 1.1 eV/Å
spin multiplicity = 3
total energy = -63243.5147 eV
HOMO energy (alpha / beta) = -8.866 / -10.590 eV

=====

(3)
The following is a quantum chemistry calculation of a structure of composition C29H35AsNO11S3Ti, from the Open Molecules 2025 dataset.

Each line ends with the Mulliken charge.
Element x y z (Å)
1 C 5.2709 1.7795 0.8552  -0.52
2 H -0.6520 -6.8832 2.3963  0.41
3 C -1.5380 5.4141 -0.3844  -0.41
4 O -1.4523 -0.5003 -2.1890  -0.40
5 C -1.5279 3.4914 1.0887  -0.17
6 C 5.3418 2.2466 3.2092  -0.51
7 N -3.4983 0.2666 -0.8300  0.64
8 C 3.9841 1.2793 1.0280  1.00
9 C -5.7754 -0.1695 -1.4646  -0.54
10 O 0.2959 1.6647 2.6576  -0.83
11 C -3.5599 -1.1325 -1.3402  0.42
12 H 3.5688 1.7822 4.3207  0.48
13 C -0.5267 -6.2343 1.5404  -0.73
14 H -2.8196 0.3569 -0.0555  -0.35
15 C 4.0232 -1.8901 0.3844  -0.97
16 H -0.4557 -6.3402 -1.8454  0.44
17 C -2.1581 6.1735 0.6043  -0.64
18 C -0.3523 -4.8733 1.7254  -0.48
19 S 3.1500 0.6918 -0.4227  0.23
20 C 5.9524 2.2578 1.9598  -0.78
21 H -2.9534 6.1754 2.5906  0.42
22 C 4.0696 -0.8313 -0.7155  -0.99
23 H -3.6989 -1.7895 -0.4785  0.52
24 H 1.7909 0.8221 -4.8885  0.40
25 O 0.5287 2.3361 -0.7323  -0.68
26 S 0.0341 -2.3158 0.8947  0.41
27 H 4.8731 -2.5507 0.2032  0.44
28 H 6.9535 2.6490 1.8444  0.42
29 H 0.1217 1.4816 -4.7367  0.35
30 C -4.9009 0.6576 -0.5047  -0.52
31 C 4.0510 1.7677 3.3529  -1.02
32 O -1.5590 2.1089 -1.7743  -0.99
33 C -0.2271 -4.5627 -0.6788  -0.32
34 H -0.3530 -4.4536 2.7244  0.49
35 H 5.8746 2.6275 4.0696  0.41
36 C -0.4134 -5.9289 -0.8461  -0.87
37 H -2.3951 7.2118 0.4180  0.42
38 H -5.1964 -2.0920 -2.3898  0.44
39 H 4.2178 -1.4214 1.3530  0.35
40 H -4.9944 1.7354 -0.6150  0.44
41 C -2.2613 -1.5093 -2.0721  0.15
42 H -0.1467 -3.8944 -1.5249  0.28
43 O -0.0941 3.9602 -2.4899  -0.73
44 C -0.1876 -4.0588 0.6099  0.80
45 O -2.4712 1.3120 2.5816  -0.63
46 C -2.4699 5.5938 1.8176  -0.75
47 C 2.7378 -2.7294 0.4100  -0.65
48 O 1.7708 0.2232 0.0524  -0.19
49 O -1.0567 0.4965 0.4880  0.08
50 H 1.7392 -2.9596 2.3542  0.91
51 H 2.3252 0.9484 2.3503  0.09
52 H -2.2204 0.8975 3.4175  0.32
53 As -1.0003 1.7306 1.6950  1.10
54 H -6.5085 -0.7390 -0.8967  0.30
55 O -2.1189 -2.6197 -2.5131  -0.66
56 O 1.3544 -0.3943 -2.5725  -0.42
57 H -4.5422 -0.6695 -3.1887  0.35
58 H -1.2892 5.8388 -1.3467  0.57
59 H 2.2537 -2.6693 -0.5687  0.18
60 H 3.6880 -1.2093 -1.6648  0.54
61 C 1.7404 -2.3022 1.4823  -0.41
62 C -0.5537 -6.7594 0.2536  -0.44
63 C -4.8057 -1.0928 -2.2174  -0.95
64 C 1.0854 1.3445 -4.2436  -1.43
65 H -3.0847 0.8631 -1.5595  0.25
66 H 1.8940 -1.2800 1.8243  -0.15
67 H -2.4022 3.8243 3.0207  0.53
68 H -5.0707 0.3999 0.5391  0.35
69 H 5.0909 -0.4794 -0.8833  0.72
70 S -0.5432 3.1176 -1.4294  1.61
71 C -2.1552 4.2593 2.0613  -0.88
72 Ti 0.0199 0.2645 -1.1389  0.26
73 C 3.3527 1.2752 2.2568  0.00
74 C 0.8414 0.6415 -2.9747  1.18
75 H -0.6964 -7.8220 0.1119  0.41
76 O 0.0886 -1.7575 -0.5232  0.00
77 H 1.4341 2.3514 -4.0006  0.35
78 H -6.3242 0.4707 -2.1512  0.32
79 C -1.2313 4.0915 -0.1335  0.19
80 H 5.7332 1.8117 -0.1239  0.48
81 H 2.9901 -3.7786 0.5617  0.57

Forces on the atoms, in the same order (eV/Å):
C -0.0173 0.0162 0.0410
H -0.0004 -0.0018 0.0088
C -0.0700 0.1228 0.0629
O 0.5229 0.3002 0.1034
C -0.0788 0.0751 0.1681
C 0.0340 0.0056 -0.0136
N -0.0001 0.0246 -0.0503
C 0.0206 0.0051 -0.0531
C -0.0953 0.0527 0.0313
O 0.1176 -0.0120 0.1610
C 0.1311 -0.0921 -0.0230
H -0.0084 0.0059 0.0095
C 0.0007 0.0173 0.0020
H 0.0248 -0.0191 0.0516
C 0.0771 0.0609 -0.0291
H 0.0044 -0.0009 -0.0104
C 0.0729 -0.0525 -0.1598
C -0.0018 -0.0182 -0.0552
S -0.0884 -0.0651 -0.0984
C 0.0100 -0.0157 -0.0050
H -0.0040 -0.0056 0.0059
C 0.1428 0.0386 0.0579
H 0.0140 -0.0109 -0.0444
H -0.0152 -0.0320 0.0471
O 0.1954 -0.1460 -0.2129
S -0.1237 0.0442 0.0280
H -0.0159 0.0118 -0.0267
H 0.0146 0.0060 0.0047
H -0.0066 -0.0077 -0.0201
C 0.0682 0.0706 0.1207
C -0.0670 -0.0266 0.0494
O 0.0458 0.0813 -0.1867
C -0.0067 0.0640 0.0273
H 0.0089 0.0159 0.0221
H 0.0089 0.0110 0.0121
C 0.0047 0.0100 -0.0532
H 0.0056 0.0053 -0.0161
H -0.0183 0.0218 -0.0035
H -0.0255 -0.0273 0.0118
H -0.0373 -0.0211 -0.0073
C -0.3859 -0.0808 0.0611
H -0.0001 -0.0118 -0.0093
O 0.0080 0.0749 -0.0121
C 0.0582 -0.0500 0.1104
O 0.0066 0.0435 -0.0696
C 0.0075 -0.0979 0.0740
C -0.0309 -0.0598 -0.0361
O -0.0866 0.0491 -0.1174
O -0.1857 0.4795 0.2237
H 0.0070 0.0128 0.0110
H -0.0343 0.0481 0.0041
H 0.0087 -0.0011 -0.0009
As -0.0759 -0.4187 -0.2807
H 0.0109 -0.0156 -0.0044
O -0.0235 -0.0397 0.0398
O 0.1310 0.0225 -0.1688
H 0.0017 -0.0081 -0.0093
H 0.0087 0.0087 -0.0185
H 0.0332 -0.0061 0.0105
H -0.0308 -0.0107 -0.0102
C -0.0008 -0.0591 0.0684
C 0.0022 -0.0215 0.0317
C 0.0649 -0.1194 -0.0806
C -0.0189 0.0870 0.0476
H -0.0155 0.0006 0.0436
H -0.0169 -0.0192 -0.0115
H 0.0240 -0.0174 -0.0232
H -0.0293 0.0271 -0.0257
H -0.0002 -0.0155 -0.0135
S -0.0650 -0.2134 0.2825
C -0.0269 0.0377 0.0712
Ti -0.0927 -0.1362 0.0141
C -0.0224 -0.0050 0.0005
C -0.0726 -0.1124 0.1451
H -0.0054 -0.0102 -0.0050
O 0.0477 0.2211 -0.1328
H -0.0050 -0.0083 -0.0129
H -0.0103 -0.0038 0.0017
C -0.0165 -0.0833 -0.1400
H -0.0036 -0.0064 -0.0333
H -0.0091 0.0065 0.0173

net charge = +1
largest force on an atom = 0.6 eV/Å
total energy = -171111.7032 eV
HOMO energy = -11.581 eV